Record 1
Formula: C4H10N2OS
Source: the Open Molecules 2025 dataset
Level of theory: ωB97M-V/def2-TZVPD

Results
* ΔE to the lowest compared entry with this formula, charge and spin: 0.693 eV
* highest occupied orbital energy: -9.2 eV
* DFT total energy: -741.35252 a.u.
* SMILES: NC(=O)NCCCS
* LUMO energy: 0.60 eV
* total charge: 0
* Kohn-Sham gap: 0.3600 Ha

Element x y z (Å)
C -0.213 0.565 0.592
N -0.849 -0.613 -0.080
C -2.088 -0.534 -0.669
N -2.440 0.763 -1.064
O -2.771 -1.492 -0.987
C 1.133 0.113 1.160
C 2.300 -0.230 0.277
S 2.277 0.227 -1.630
H -0.142 1.377 -0.130
H -0.802 0.802 1.476
H -0.795 -1.510 0.403
H -3.433 0.745 -1.255
H -2.213 1.452 -0.360
H 1.466 0.896 1.855
H 0.831 -0.701 1.845
H 3.152 0.332 0.638
H 2.506 -1.302 0.265
H 2.080 -0.887 -2.335

Record 2
Formula: C29H44Cl3CsN2O11P2S4Si
Source: the Open Molecules 2025 dataset
Level of theory: ωB97M-V/def2-TZVPD

Results
* highest occupied orbital energy: -2.5 eV
* DFT total energy: -6034.70687 a.u.
* LUMO energy: 3.48 eV
* total charge: -2
* Kohn-Sham gap: 0.2190 Ha

Element x y z (Å)
Cs -0.765 -0.159 -0.545
C -0.755 3.037 2.048
O -1.314 1.837 1.587
C -2.689 1.760 1.843
C -3.343 0.699 0.957
O -2.880 -0.610 1.138
C -3.126 -1.182 2.398
C -1.840 -1.326 3.214
O -1.171 -2.482 2.771
C 0.149 -2.555 3.244
H -1.153 3.895 1.490
H 0.319 2.963 1.900
H -0.958 3.182 3.118
H -3.179 2.721 1.620
H -2.859 1.535 2.913
H -3.130 0.946 -0.084
H -4.432 0.744 1.121
H -3.514 -2.191 2.220
H -3.874 -0.606 2.958
H -2.069 -1.410 4.293
H -1.210 -0.444 3.057
H 0.168 -2.713 4.333
H 0.698 -1.638 3.013
H 0.622 -3.390 2.735
C 5.424 3.241 -0.640
C 4.084 3.894 -0.349
S 2.736 2.649 -0.164
C 1.582 3.146 -1.472
C 1.978 2.704 -2.866
S 2.443 0.942 -2.955
C 4.116 1.069 -3.706
C 5.256 1.232 -2.708
S 5.750 2.970 -2.418
H 5.501 2.280 -0.133
H 6.247 3.877 -0.309
H 3.813 4.599 -1.134
H 4.141 4.423 0.604
H 1.475 4.233 -1.434
H 0.627 2.691 -1.205
H 2.819 3.279 -3.258
H 1.109 2.818 -3.514
H 4.112 1.874 -4.442
H 4.235 0.124 -4.238
H 6.158 0.743 -3.084
H 4.993 0.798 -1.746
O -0.712 1.075 -3.983
P -1.811 1.880 -3.113
O -2.198 3.139 -3.780
O -1.389 1.892 -1.673
O -3.107 0.817 -3.230
P -2.979 -0.766 -2.982
O -3.238 -1.362 -4.500
O -4.094 -1.231 -2.126
O -1.544 -1.119 -2.657
H -0.860 0.221 -3.546
H -4.188 -1.338 -4.610
N 6.423 -3.704 0.462
C 5.218 -3.018 0.426
C 4.002 -3.697 0.458
C 2.833 -2.953 0.456
N 2.801 -1.634 0.416
C 3.953 -0.988 0.399
C 5.183 -1.623 0.400
H 6.390 -4.663 0.155
H 7.225 -3.188 0.132
H 3.978 -4.779 0.473
H 1.870 -3.440 0.468
H 3.878 0.092 0.383
H 6.108 -1.062 0.388
Cl 3.747 -0.580 3.593
Si 2.103 0.809 3.234
Cl 1.252 0.608 5.263
Cl 3.211 2.638 3.642
O -0.270 -2.568 -0.675
S -0.221 -2.920 -2.092
C -1.694 -3.931 -2.381
C -1.810 -4.777 -3.470
C -2.945 -5.559 -3.608
C -3.959 -5.487 -2.666
C -3.843 -4.621 -1.591
C -2.705 -3.848 -1.446
C 0.824 -4.456 -2.010
C 0.608 -5.436 -1.055
C 1.483 -6.502 -0.945
C 2.577 -6.592 -1.793
C 2.803 -5.606 -2.738
C 1.923 -4.541 -2.846
H -1.018 -4.838 -4.203
H -3.039 -6.235 -4.449
H -4.840 -6.108 -2.776
H -4.638 -4.547 -0.864
H -2.576 -3.173 -0.616
H -0.239 -5.337 -0.393
H 1.316 -7.262 -0.194
H 3.265 -7.422 -1.701
H 3.667 -5.662 -3.386
H 2.089 -3.756 -3.569

Record 3
Formula: C16H29BeCl3LiN3NaO7Si
Source: the Open Molecules 2025 dataset
Level of theory: ωB97M-V/def2-TZVPD

Results
* highest occupied orbital energy: -7.9 eV
* DFT total energy: -3171.47331 a.u.
* LUMO energy: -6.31 eV
* total charge: +1
* Kohn-Sham gap: 0.0589 Ha

Element x y z (Å)
C 2.318 -1.932 -0.199
Si 1.437 -0.472 -1.174
C 1.937 -0.661 -3.028
C 2.145 1.178 -0.429
C -0.458 -0.704 -0.831
C -1.074 -2.205 -1.078
C -2.654 -2.516 -0.770
C -3.705 -1.351 -0.199
N -5.116 -1.794 0.062
C -5.894 -0.615 0.575
C -5.347 0.905 0.774
N -3.925 1.297 0.491
C -3.092 0.139 0.020
C -1.484 0.454 -0.287
H 1.796 -1.920 0.874
H 2.037 -2.923 -0.762
H 3.468 -1.756 -0.068
H 1.308 -1.462 -3.613
H 3.081 -0.990 -3.053
H 1.883 0.354 -3.635
H 2.610 1.902 -1.227
H 3.028 0.871 0.306
H 1.324 1.715 0.250
H -0.360 -3.047 -1.469
H -3.081 -3.620 -0.924
H -7.040 -0.810 0.846
H -6.083 1.754 1.159
H -1.088 1.564 -0.100
Be -4.840 0.152 -1.678
O 2.421 -4.151 -2.406
H 2.898 -4.815 -1.943
O -2.063 -0.427 3.014
H -2.459 -0.144 2.176
H -2.800 -0.829 3.498
C 4.105 1.507 3.957
N 4.233 0.852 2.627
O 5.321 0.954 2.048
O 3.238 0.254 2.201
H 5.051 1.992 4.204
H 3.301 2.242 3.886
H 3.868 0.729 4.686
Cl 6.534 -1.627 -6.129
C 6.710 -0.836 -4.543
C 6.576 -1.822 -3.392
Cl 4.916 -2.446 -3.231
H 5.966 -0.037 -4.477
H 7.704 -0.379 -4.526
H 6.821 -1.325 -2.448
H 7.250 -2.676 -3.512
O -8.963 0.722 0.923
H -9.359 1.004 0.085
H -9.700 0.320 1.406
Cl -0.300 1.098 -3.280
Na -10.800 2.343 0.580
C -3.312 3.212 3.414
C -3.049 4.147 4.582
O -3.318 5.362 4.371
O -2.594 3.585 5.618
H -3.704 3.755 2.549
H -2.382 2.716 3.119
H -4.042 2.451 3.705
Li 8.800 -1.235 -3.597

Record 4
Formula: C5H3FNO2
Source: the Open Molecules 2025 dataset
Level of theory: ωB97M-V/def2-TZVPD

Results
* ΔE to the lowest compared entry with this formula, charge and spin: 3.403 eV
* highest occupied orbital energy (spin up / spin down): -4.1 / -4.1 eV
* DFT total energy: -497.33582 a.u.
* LUMO energy (spin up / spin down): 3.03 / 3.04 eV
* total charge: -1
* Kohn-Sham gap (spin up / spin down): 0.2619 / 0.2619 Ha

Element x y z (Å)
C 1.389 -0.407 -0.111
C 1.605 0.895 0.104
C 0.067 -0.911 -0.257
C -2.277 -0.598 -0.109
C 0.567 1.879 -0.199
N -0.961 -0.117 -0.298
O -3.074 -0.842 -1.001
O -2.405 -0.682 1.112
F 0.429 2.796 0.706
H 2.271 -1.096 0.016
H 2.561 1.138 0.467
H -0.171 -2.055 -0.429

Question: What is the formula in the third record?
Answer: C16H29BeCl3LiN3NaO7Si